Molecular formula: C4H10N2O2Sn
Method: DFT, ωB97M-V with the def2-TZVPD basis set

Values from the calculation:
E_HOMO, eV: -17.4
2S+1: 1
Energy relative to the best compared isomer or geometry (same formula, charge and spin), kcal/mol: 9.2
E, eV: -17199.595
Charge: +2
HOMO-LUMO gap, eV: 6.4

CARTESIAN COORDINATES (ANGSTROEM)
Sn  -0.972  0.741  0.845
O  0.658  0.366  3.027
C  1.686  -0.340  3.087
N  2.611  -0.363  2.131
C  2.035  -1.034  4.408
H  2.480  0.082  1.238
H  3.424  -0.953  2.231
H  2.021  -2.123  4.426
H  1.277  -0.692  5.109
H  3.028  -0.678  4.683
O  -1.501  1.286  -1.905
C  -1.847  0.907  -3.039
N  -1.455  1.591  -4.117
C  -2.626  -0.343  -3.279
H  -0.725  2.266  -3.940
H  -1.619  1.307  -5.068
H  -3.667  -0.147  -3.016
H  -2.280  -1.085  -2.556
H  -2.528  -0.788  -4.265

Cartesian forces, eV/Å:
0.4174 0.2366 -0.0467
-1.7021 0.1778 -2.1240
1.3630 -0.4353 1.0532
-0.3126 -0.5110 -0.1229
-0.5600 0.7467 -0.4291
0.1026 0.1779 0.0791
0.0243 0.0383 0.0218
0.0391 -0.0086 -0.5099
0.2533 0.0118 0.2227
-0.0373 -0.0857 0.2519
0.4883 -0.0204 2.2398
0.3247 -0.5977 -1.8602
0.4797 0.0784 1.0091
-0.2921 -0.2645 0.8826
-0.2303 0.3450 -0.3063
-0.1768 -0.1459 0.0585
-0.0954 -0.0689 -0.2782
0.0197 -0.0154 -0.0258
-0.1055 0.3408 -0.1155

Atomic partial charges in e from the Mulliken method, atoms 1 to 8: Sn 1.6337; O -0.6567; C 0.8163; N -0.3047; C -1.0493; H 0.1576; H 0.2340; H 0.3628

Molecular formula: C21H31AlBrNO8P
Method: DFT, ωB97M-V with the def2-TZVPD basis set

Values from the calculation:
E_HOMO, eV: -4.1
2S+1: 1
E, eV: -126081.926
Charge: -1
HOMO-LUMO gap, eV: 6.1

CARTESIAN COORDINATES (ANGSTROEM)
N  0.353  -6.607  -1.372
P  0.928  -5.216  -0.789
Al  0.864  -3.586  -2.526
Br  2.004  -4.616  -4.375
C  -0.995  -3.205  -3.161
C  -2.036  -2.851  -2.125
O  -1.637  -1.741  -1.248
C  -1.790  -2.066  0.035
O  -2.484  -1.461  0.793
C  1.938  -1.927  -2.091
C  1.596  -1.007  -1.096
C  2.329  0.145  -0.834
C  3.464  0.424  -1.587
C  3.851  -0.480  -2.563
C  3.105  -1.632  -2.808
H  -0.438  -6.940  -0.834
H  2.279  -5.429  -0.377
H  0.226  -4.817  0.387
H  -0.934  -2.386  -3.873
H  -1.357  -4.099  -3.669
H  -2.940  -2.496  -2.621
H  -2.340  -3.715  -1.532
H  -1.159  -2.901  0.365
H  0.721  -1.171  -0.478
H  2.032  0.853  -0.074
H  4.056  1.313  -1.427
H  4.736  -0.300  -3.157
H  3.455  -2.300  -3.582
O  -0.967  -0.234  -3.766
C  -1.734  0.405  -3.117
O  -3.074  0.155  -3.115
C  -3.750  1.118  -2.294
C  -2.689  1.654  -1.344
C  -1.427  1.570  -2.199
H  -4.162  1.899  -2.940
H  -4.570  0.622  -1.778
H  -2.908  2.649  -0.973
H  -2.588  0.986  -0.490
H  -1.270  2.464  -2.805
H  -0.537  1.361  -1.611
O  3.519  3.587  1.398
C  3.785  2.732  2.189
O  3.872  1.423  1.860
C  4.097  0.626  3.031
C  4.699  1.580  4.055
C  4.035  2.902  3.679
H  3.139  0.214  3.357
H  4.762  -0.195  2.775
H  4.527  1.268  5.084
H  5.777  1.654  3.902
H  3.074  3.036  4.177
H  4.670  3.763  3.863
O  -2.699  4.278  0.781
C  -2.942  3.497  1.653
O  -2.374  2.268  1.727
C  -2.947  1.528  2.821
C  -3.517  2.577  3.765
C  -3.924  3.682  2.796
H  -3.713  0.862  2.419
H  -2.168  0.926  3.281
H  -4.330  2.200  4.383
H  -2.732  2.943  4.429
H  -4.934  3.538  2.408
H  -3.830  4.676  3.222

Cartesian forces, eV/Å:
-0.2803 0.3230 0.2114
-0.2834 -1.0288 -0.9569
0.2694 0.7828 -0.6458
-0.1404 0.0289 0.3284
0.2758 -0.2625 0.7797
-0.0202 -0.0591 -0.9640
-0.3972 -0.3362 0.0386
0.4948 -0.0055 -0.2489
-0.3854 0.5968 0.6594
0.1329 -0.3918 -0.0803
-0.0564 0.1933 0.2908
0.2163 0.1059 -0.2878
0.0300 -0.2736 -0.1302
-0.1474 -0.1985 -0.0813
0.0639 0.3154 0.1867
0.0782 -0.1752 0.0414
-0.1306 0.3846 0.5409
0.4668 0.1725 0.2262
0.0728 -0.1253 -0.1631
-0.0111 -0.0968 -0.1349
-0.1607 0.2119 0.1996
0.2154 -0.0636 0.2866
-0.0736 -0.3475 -0.0580
-0.1119 -0.0621 -0.0329
-0.1447 -0.0417 0.1539
-0.0564 0.1488 0.1667
0.1210 0.0889 -0.0354
-0.0720 -0.1362 -0.0866
-0.0695 0.1539 -0.3307
0.2308 0.1203 0.1273
-0.0462 0.0812 -0.1315
0.0048 0.0385 0.1376
0.0393 0.0170 -0.0672
-0.3686 -0.1721 0.3471
0.0133 0.0045 -0.0209
0.0095 -0.1055 -0.0730
-0.0126 0.0834 -0.0601
-0.0344 -0.0508 -0.0262
0.0607 -0.0012 -0.0127
0.1521 0.0106 -0.1947
0.0874 -0.0573 -0.0828
-0.2220 0.1710 0.0999
0.0848 0.0796 0.0246
0.0557 -0.1131 0.0852
-0.0339 0.1104 0.0689
0.3426 -0.3310 0.0281
-0.0093 0.0138 0.0049
-0.0532 0.0008 -0.1526
-0.0561 -0.0329 -0.0240
0.0019 -0.0254 -0.0064
-0.0138 0.0773 -0.0203
-0.1662 0.1404 -0.0312
0.1380 -0.0038 -0.0144
-0.1760 0.0041 -0.0693
-0.0702 0.3032 0.2067
-0.0260 -0.2060 0.0947
-0.0536 0.0993 0.0038
0.2447 -0.2191 0.3182
0.0340 -0.0070 -0.0166
0.0704 -0.0341 -0.1630
-0.0134 -0.0523 -0.0548
0.0084 -0.0133 0.0111
-0.0072 0.0698 -0.0377
-0.1117 0.0976 -0.1725

Atomic partial charges in e from the Mulliken method, atoms 1 to 8: N -0.7202; P 0.3503; Al -0.0176; Br -0.5157; C -0.5289; C -0.9651; O 0.1432; C -0.1631

Molecular formula: C23H26N3O2
Method: DFT, ωB97M-V with the def2-TZVPD basis set

Values from the calculation:
E_HOMO, eV: -11.2
2S+1: 1
E, eV: -32831.780
Charge: +1
HOMO-LUMO gap, eV: 6.8

CARTESIAN COORDINATES (ANGSTROEM)
C  3.286  1.715  0.528
C  2.966  0.281  0.443
N  1.767  -0.180  0.234
C  1.803  -1.640  0.408
C  3.266  -2.032  0.549
N  3.923  -0.724  0.626
C  5.312  -0.546  0.598
C  6.140  -1.799  0.632
O  5.833  0.565  0.562
H  4.366  1.863  0.560
H  2.845  2.230  -0.334
H  2.815  2.141  1.427
H  1.266  -1.932  1.328
H  1.334  -2.142  -0.449
H  3.449  -2.616  1.456
H  3.606  -2.594  -0.329
H  5.553  -2.720  0.649
H  6.794  -1.806  -0.249
H  6.787  -1.768  1.518
C  -3.030  3.064  5.005
O  -2.387  3.738  3.897
C  -1.950  2.989  2.852
C  -2.141  1.588  2.767
C  -1.734  0.923  1.625
C  -1.047  1.580  0.580
C  -0.663  0.849  -0.598
C  -1.550  0.002  -1.259
C  -1.265  -0.768  -2.470
C  -0.159  -0.853  -3.299
C  -0.237  -1.684  -4.433
C  -1.398  -2.426  -4.717
C  -2.522  -2.354  -3.876
C  -2.420  -1.522  -2.770
N  -3.393  -1.218  -1.807
C  -4.733  -1.774  -1.780
C  -2.899  -0.316  -0.917
C  -0.800  2.974  0.721
C  -1.270  3.673  1.810
H  -3.263  3.870  5.700
H  -3.952  2.559  4.683
H  -2.353  2.337  5.475
H  -2.639  1.044  3.572
H  -1.928  -0.146  1.534
H  0.311  1.025  -1.047
H  0.727  -0.266  -3.053
H  0.617  -1.756  -5.107
H  -1.433  -3.066  -5.597
H  -3.441  -2.912  -4.055
H  -4.843  -2.460  -2.623
H  -4.907  -2.317  -0.842
H  -5.487  -0.978  -1.854
H  -3.509  0.065  -0.099
H  -0.261  3.491  -0.074
H  -1.149  4.751  1.903

Cartesian forces, eV/Å:
0.0108 0.8287 -0.0897
-1.5263 -1.3458 -0.2651
1.2557 0.2614 0.5459
-0.4754 -0.0799 0.0042
0.2511 -0.1559 -0.1375
0.7258 0.2439 0.0539
0.1818 1.1014 0.1244
0.1907 -0.3077 -0.0208
-0.3168 -1.4369 0.0055
-0.4550 0.1963 -0.0332
0.1294 -0.0718 0.1572
0.1522 -0.1795 -0.1806
-0.0928 0.2574 -0.4203
-0.0281 0.1193 0.2670
0.0395 0.0499 -0.2240
0.0777 0.0753 0.2025
0.2460 0.1929 0.0179
-0.1403 0.0433 0.2114
-0.1490 0.0472 -0.2030
0.1781 0.1974 -0.3202
0.1980 -0.7437 -0.3987
-0.1116 -0.2539 0.1813
-0.1626 0.6906 0.1310
0.0998 0.0729 -0.3492
-0.2033 0.2680 0.8601
-1.1987 0.1381 -0.5401
0.5231 -0.2145 0.1942
-0.4677 -0.3706 -0.0365
0.0396 -0.3131 -0.4985
-0.0800 0.2371 0.4486
-0.3031 0.1526 0.4815
0.4125 0.0395 -0.1352
0.5145 0.3433 -0.1374
0.6952 1.3366 1.4074
-0.5482 -0.0833 0.1693
-0.2654 -0.9752 -1.0380
0.2590 -0.5770 -0.1961
-0.3797 -0.1918 0.5015
-0.0164 -0.2341 -0.0336
0.2235 0.1974 0.0371
-0.1193 0.2448 -0.1390
0.2313 0.1990 -0.3496
0.2235 0.1917 0.1514
-0.2930 0.2005 -0.0215
-0.0845 -0.2535 -0.2797
-0.2338 0.0192 0.1956
0.0363 0.1868 0.2162
0.3936 0.0589 -0.2109
-0.0760 0.1858 0.2790
0.1426 0.0747 -0.3039
0.2743 -0.2014 -0.0974
0.1268 -0.1211 -0.3744
-0.1496 -0.0615 0.2454
0.0441 -0.2795 -0.0553

Atomic partial charges in e from the Mulliken method, atoms 1 to 8: C -1.1257; C 0.2961; N -0.0210; C -0.6741; C -0.8265; N 0.1230; C 0.7544; C -1.0461

Molecular formula: C5H9NO
Method: DFT, ωB97M-V with the def2-TZVPD basis set

Values from the calculation:
E_HOMO, eV: -10.9
2S+1: 1
Energy relative to the best compared isomer or geometry (same formula, charge and spin), kcal/mol: 21.8
E, eV: -8868.266
Charge: 0
HOMO-LUMO gap, eV: 11.6

CARTESIAN COORDINATES (ANGSTROEM)
C  2.060  -0.381  0.135
C  0.675  0.107  0.559
C  -0.387  -0.119  -0.518
O  -0.430  -1.462  -0.967
C  -1.804  0.147  0.001
C  -1.995  1.538  0.421
N  -2.131  2.639  0.742
H  2.378  0.072  -0.812
H  2.817  -0.127  0.885
H  2.064  -1.470  0.023
H  0.708  1.179  0.792
H  0.369  -0.419  1.473
H  -0.190  0.556  -1.366
H  0.398  -1.646  -1.427
H  -2.006  -0.520  0.846
H  -2.526  -0.093  -0.786

Cartesian forces, eV/Å:
0.0069 0.0272 0.0065
0.0317 -0.0105 0.0308
-0.0043 0.2640 0.1038
0.1999 -0.0997 -0.1346
-0.0516 -0.0177 -0.0065
-0.0859 0.7102 0.2073
0.1211 -0.8676 -0.2487
-0.0668 -0.0560 0.1016
-0.1615 -0.0512 -0.1078
0.0756 0.1356 -0.0086
-0.0396 -0.1492 -0.0122
0.0231 0.0837 -0.1216
-0.0209 -0.0918 0.1037
-0.1575 -0.0644 0.0829
0.0318 0.1152 -0.0983
0.0980 0.0722 0.1016

Atomic partial charges in e from the Mulliken method, atoms 1 to 8: C -1.3367; C -0.3172; C -0.0144; O -0.5369; C -0.5114; C 0.2446; N -0.4275; H 0.3348

Molecular formula: C28H80N6O12
Method: DFT, ωB97M-V with the def2-TZVPD basis set

Values from the calculation:
E_HOMO, eV: -8.5
2S+1: 1
Energy relative to the best compared isomer or geometry (same formula, charge and spin), kcal/mol: 234.5
E, eV: -63834.977
Charge: 0
HOMO-LUMO gap, eV: 8.6

CARTESIAN COORDINATES (ANGSTROEM)
N  1.307  2.968  -2.356
C  0.995  3.988  -1.678
N  1.848  4.931  -1.804
O  -0.165  3.992  -0.882
H  0.684  2.153  -2.181
H  2.130  2.934  -2.931
H  1.814  5.691  -1.162
H  2.795  4.714  -2.184
N  -0.889  1.462  -1.417
C  -0.653  0.484  -0.584
N  -1.019  -0.720  -0.988
O  0.048  0.681  0.607
H  -0.676  2.437  -1.108
H  -1.620  1.343  -2.076
H  -0.702  -1.482  -0.396
H  -1.475  -0.942  -1.886
N  1.524  4.350  1.525
C  1.187  5.457  2.059
N  2.002  5.857  2.964
O  0.195  6.301  1.625
H  0.871  3.969  0.812
H  2.391  3.832  1.702
H  1.714  6.798  3.395
H  2.749  5.336  3.363
C  0.139  3.064  5.004
C  0.994  1.825  5.079
C  1.430  1.264  3.682
O  2.065  1.946  5.740
H  -0.883  2.900  5.247
H  0.064  3.269  3.957
H  0.555  3.960  5.413
H  0.420  1.016  5.536
H  2.282  1.778  3.184
H  0.664  1.474  3.003
H  1.636  0.199  3.726
H  2.103  1.154  6.272
C  2.147  -2.573  -0.556
C  1.756  -2.553  0.917
C  2.706  -1.681  1.798
O  0.595  -2.152  1.184
H  3.100  -3.043  -0.563
H  2.171  -1.528  -0.910
H  1.507  -3.154  -1.127
H  1.867  -3.569  1.361
H  2.491  -0.595  1.646
H  3.724  -1.968  1.651
H  2.516  -1.896  2.879
H  0.596  -1.163  1.106
C  1.910  -0.114  -3.554
C  1.774  -0.941  -4.835
C  0.397  -0.742  -5.320
O  2.576  -0.611  -5.749
H  2.868  -0.355  -3.087
H  1.042  -0.225  -2.918
H  1.852  0.971  -3.804
H  2.001  -1.940  -4.579
H  0.202  -1.432  -6.156
H  0.254  0.286  -5.677
H  -0.359  -0.816  -4.530
H  3.448  -0.942  -5.443
C  2.917  1.501  0.047
C  4.337  0.948  -0.034
C  5.114  1.607  -1.116
O  4.953  1.043  1.057
H  2.887  2.526  -0.169
H  2.539  1.360  1.058
H  2.241  1.052  -0.697
H  4.303  -0.141  -0.124
H  5.393  2.591  -0.719
H  4.470  1.638  -1.970
H  6.025  1.091  -1.348
H  5.718  0.471  1.004
C  -2.540  0.540  5.013
C  -2.910  -0.516  4.009
C  -1.929  -0.567  2.817
O  -3.019  -1.642  4.526
H  -1.681  0.475  5.644
H  -3.398  0.562  5.638
H  -2.537  1.533  4.609
H  -3.849  -0.227  3.536
H  -2.008  -1.465  2.177
H  -0.920  -0.437  3.095
H  -2.181  0.283  2.122
H  -3.348  -2.315  3.937
C  -3.807  3.684  0.484
C  -3.170  2.598  1.383
C  -1.972  3.028  2.221
O  -3.994  2.061  2.162
H  -4.755  3.320  0.089
H  -3.117  4.006  -0.335
H  -4.069  4.522  1.144
H  -2.756  1.838  0.745
H  -1.352  2.187  2.541
H  -2.251  3.608  3.115
H  -1.233  3.625  1.656
H  -4.359  1.322  1.766
C  -1.934  -6.161  0.840
C  -1.180  -4.918  0.607
C  -1.731  -4.039  -0.520
O  -1.119  -4.117  1.566
H  -2.877  -5.963  1.404
H  -1.244  -6.818  1.411
H  -2.159  -6.621  -0.111
H  -0.159  -5.262  0.350
H  -1.874  -4.648  -1.371
H  -1.027  -3.274  -0.757
H  -2.701  -3.551  -0.456
H  -0.417  -3.447  1.422
C  -1.790  -3.312  -5.689
C  -1.604  -4.228  -4.485
C  -0.370  -3.926  -3.616
O  -2.551  -4.312  -3.708
H  -1.038  -3.479  -6.452
H  -1.743  -2.292  -5.416
H  -2.720  -3.541  -6.186
H  -1.515  -5.214  -4.855
H  -0.348  -2.863  -3.441
H  0.488  -4.017  -4.345
H  -0.174  -4.551  -2.776
H  -2.556  -5.286  -3.475
C  -3.756  -1.395  -2.318
O  -2.497  -1.414  -2.955
H  -3.825  -2.276  -1.711
H  -4.570  -1.516  -3.081
H  -4.007  -0.575  -1.670
H  -2.407  -2.344  -3.288

Cartesian forces, eV/Å:
-0.8758 -5.0580 -1.9113
-6.5790 0.1903 4.6135
3.4430 3.7062 0.1179
5.2130 0.3020 -3.3525
1.0216 0.3795 -0.7985
-0.1285 -0.2568 0.0154
-0.2001 0.6381 0.3509
-1.4481 0.4096 0.5494
0.0533 2.2503 -0.3520
3.6033 -0.5914 5.7088
0.4551 -1.1113 1.0078
-2.9004 -1.1944 -5.2195
-0.5090 0.1132 0.2606
-0.5195 -0.0798 -0.6317
-0.3259 0.2425 -0.1435
0.2914 0.2018 0.4941
-0.3189 -4.9332 -3.4300
-5.3956 5.8261 -2.8340
0.9596 5.0257 4.4446
3.9763 -4.1025 1.9326
0.5831 0.2549 0.4850
-0.8811 0.5444 0.1725
0.9390 -2.2485 -0.8579
0.1444 -0.3282 0.1978
0.1813 -0.0210 -1.6075
-4.7979 -1.9557 -4.7655
-0.0164 0.7064 0.1327
6.6668 1.0271 5.5538
-0.7021 -0.0410 0.8826
-0.0808 0.5548 -0.8349
0.2969 0.2930 0.8316
-0.7739 -0.0654 -0.2491
-0.0569 -0.0840 1.0327
-1.5111 -0.3711 -1.3589
0.0355 -0.0650 0.0204
0.9695 0.1596 0.4918
0.6848 1.6336 1.6697
7.5763 -2.4021 0.5204
-0.5172 -0.2428 0.5131
-7.6104 3.3527 0.7146
1.1285 -0.1107 -0.5044
0.1604 -0.4178 -0.1598
-1.5081 -1.0414 -1.1598
0.0602 0.0334 -0.5894
0.4639 -0.8455 -0.1076
0.9651 0.3010 -0.3222
-0.1645 0.1307 -0.8536
-0.9125 0.0469 0.2046
0.2452 1.0785 -0.3321
-4.7455 -0.3627 5.7752
-1.7614 -0.0800 -0.7767
6.7524 1.8877 -5.3615
-0.1686 0.2497 0.4539
0.0910 -0.6144 0.6408
0.4708 -0.7037 -0.2034
-0.6144 -1.8002 0.8278
-0.2353 0.3505 0.3020
0.3720 -0.0906 -0.1865
0.1427 -0.4788 -0.1882
-0.3370 0.6744 -0.9650
0.1024 -1.4411 0.1497
-3.9262 -1.8478 -5.6282
-0.0609 0.5085 -0.2904
4.2318 1.6084 8.4486
0.2117 1.8042 -0.2149
-0.2810 -0.1390 -0.2160
0.2827 -0.1637 0.5202
-0.9436 -0.4671 -1.6913
-0.2232 0.0610 -0.4421
-0.0417 0.4299 -1.0102
0.5270 -0.3989 -0.2324
0.3546 0.1264 0.5555
-1.1219 0.6378 -0.0230
1.9531 6.4381 -5.4342
-1.4038 1.3163 -1.7381
-0.7927 -8.2699 5.3137
0.7859 -0.8405 0.0857
-0.7459 0.0756 1.2099
0.1168 0.4129 -0.7721
-0.5933 0.7322 0.0536
-0.1640 0.0283 0.5844
1.3226 0.0257 0.4376
0.4889 -0.7415 0.6633
0.0389 -0.1957 -0.2952
0.8054 0.3906 0.3447
5.7079 3.5134 -4.5123
1.2807 1.2150 -0.3239
-5.2236 -1.7462 6.3564
0.0283 -0.1966 -0.2567
-0.5990 -0.1138 0.7026
0.1881 0.1080 -0.3415
0.5173 -0.4820 -1.0810
-0.5585 -0.2675 0.0572
-0.1708 -0.1091 -0.3303
-0.5918 0.1364 0.0333
-1.4999 -2.1799 -0.7910
-0.6240 -0.9108 1.3555
-0.1169 -1.8106 -6.3962
-0.3821 -1.2406 -1.3420
0.9736 4.4221 8.3461
0.6650 -0.2717 -0.3649
-0.8828 0.0418 -0.1052
-0.1383 -0.3385 -0.1954
0.0787 -0.0497 -0.7834
0.1485 -0.5414 -1.4049
0.6264 0.3761 -0.2618
-0.1484 -0.1335 1.1949
-0.7045 0.0592 0.3966
0.1576 -0.8173 -0.0632
8.6995 0.2026 -5.3376
2.2339 0.8162 -3.9227
-10.2921 -2.3713 7.1279
0.4077 -0.0896 0.1082
-0.2196 1.1190 0.2074
-0.5473 0.0174 0.0774
1.3091 -1.2074 -1.5923
-0.0958 0.4107 0.9018
-0.2702 -0.1339 0.8818
-0.2730 -0.3408 0.5730
-1.0262 2.1978 0.5417
-1.8109 -1.3803 -1.0571
-0.1311 -0.6198 -1.1455
-0.1809 -0.5365 0.5808
0.5912 0.4053 0.5531
0.6850 0.8199 -0.0841
-0.0842 1.0704 0.4572

Atomic partial charges in e from the Mulliken method, atoms 1 to 8: N -0.0214; C 0.4845; N -0.3367; O -0.7470; H -0.1915; H 0.1964; H 0.3024; H 0.2002